(1)
Density functional theory data (ωB97M-V/def2-TZVPD) for an isolated molecule of C3H2BrF3 in a non-equilibrium geometry.

Last columns: bonded neighbours and bond lengths (Å).
CARTESIAN COORDINATES (ANGSTROEM)
1 F 0.47143 1.31154 0.20271  C2 1.376
2 C 0.46162 -0.02880 -0.10970  F1 1.376, C3 1.510, H8 1.025, H9 1.019
3 C 1.15466 -0.70794 1.04787  C2 1.510, F4 1.302, C5 1.550
4 F 2.31059 -1.25723 0.80803  C3 1.302
5 C 0.79799 -0.23153 2.47928  C3 1.550, F6 1.320, Br7 1.805
6 F 1.52652 -0.59686 3.51709  C5 1.320
7 Br -0.76947 0.60378 2.80048  C5 1.805
8 H 1.04117 -0.25743 -0.92304  C2 1.025
9 H -0.46897 -0.32931 -0.39450  C2 1.019

The value obtained for the largest force on an atom is 0.156 hartree/bohr. The HOMO-LUMO gap is 9.134 eV. The energy above the lowest of the compared OMol25 structures with the same formula, charge and spin is 51.1 kcal per mole. The LUMO energy comes out at 0.46 eV. As for the HOMO energy: -0.319 Ha.

(2)
Density functional theory data (ωB97M-V/def2-TZVPD) for an isolated molecule of C21H28N6O2S in a non-equilibrium geometry.

Last columns: bonded neighbours and bond lengths (Å).
CARTESIAN COORDINATES (ANGSTROEM)
1 O 1.07332 3.69753 -3.02465  C2 1.212
2 C 1.03931 3.19074 -1.92439  O1 1.212, C3 1.534, N25 1.341
3 C 0.12585 3.74998 -0.82674  C2 1.534, S4 1.827, H31 1.089, H32 1.089
4 S -1.32046 2.69057 -0.47498  C3 1.827, C5 1.728
5 C -0.64488 1.60079 0.68339  S4 1.728, N6 1.321, N15 1.352
6 N 0.63405 1.40586 0.95065  C5 1.321, C7 1.357
7 C 0.62636 0.47605 1.93917  N6 1.357, C8 1.449, N14 1.319
8 C 1.83582 -0.04879 2.53953  C7 1.449, C9 1.394, C13 1.394
9 C 3.08978 0.41295 2.14253  C8 1.394, C10 1.384, H33 1.078
10 C 4.20934 -0.13126 2.74854  C9 1.384, N11 1.322, H34 1.082
11 N 4.15364 -1.06459 3.68354  C10 1.322, C12 1.323
12 C 2.96215 -1.49927 4.05970  N11 1.323, C13 1.384, H35 1.082
13 C 1.77379 -1.03231 3.52601  C8 1.394, C12 1.384, H36 1.078
14 N -0.59222 0.10229 2.28015  C7 1.319, N15 1.340
15 N -1.40063 0.81821 1.48667  C5 1.352, N14 1.340, C16 1.432
16 C -2.82717 0.69943 1.52201  N15 1.432, C17 1.545, H37 1.091, H38 1.094
17 C -3.36328 -0.25211 0.42864  C16 1.545, O18 1.215, N19 1.344
18 O -3.95026 0.21296 -0.52778  C17 1.215
19 N -3.12808 -1.56619 0.58001  C17 1.344, C20 1.446, C24 1.452
20 C -2.55171 -2.23116 1.72799  N19 1.446, C21 1.531, H39 1.088, H40 1.097
21 C -3.63837 -3.00728 2.47594  C20 1.531, C22 1.527, H41 1.091, H42 1.092
22 C -4.29803 -4.01131 1.53373  C21 1.527, C23 1.527, H43 1.091, H44 1.093
23 C -4.83151 -3.29039 0.29791  C22 1.527, C24 1.528, H45 1.090, H46 1.092
24 C -3.71175 -2.49516 -0.37151  N19 1.452, C23 1.528, H47 1.091, H48 1.095
25 N 1.77589 2.14992 -1.50779  C2 1.341, C26 1.452, H49 1.019
26 C 2.70398 1.40753 -2.34215  N25 1.452, C27 1.546, C30 1.543, H50 1.094
27 C 3.80003 2.30158 -2.96564  C26 1.546, C28 1.528, H51 1.091, H52 1.088
28 C 3.57027 2.23986 -4.47544  C27 1.528, C29 1.525, H53 1.089, H54 1.089
29 C 2.99675 0.84302 -4.68771  C28 1.525, C30 1.525, H55 1.092, H56 1.089
30 C 2.00969 0.71365 -3.53206  C26 1.543, C29 1.525, H57 1.090, H58 1.090
31 H 0.66352 3.88948 0.10963  C3 1.089
32 H -0.29709 4.69312 -1.17109  C3 1.089
33 H 3.17480 1.17678 1.38609  C9 1.078
34 H 5.20423 0.19442 2.47404  C10 1.082
35 H 2.96634 -2.26119 4.82831  C12 1.082
36 H 0.81761 -1.40684 3.85371  C13 1.078
37 H -3.12419 0.37204 2.51957  C16 1.091
38 H -3.25889 1.68149 1.30585  C16 1.094
39 H -2.04981 -1.52377 2.38464  C20 1.088
40 H -1.79537 -2.93460 1.35966  C20 1.097
41 H -3.19494 -3.51949 3.33058  C21 1.091
42 H -4.38989 -2.30770 2.84860  C21 1.092
43 H -5.11030 -4.52948 2.04572  C22 1.091
44 H -3.56187 -4.75910 1.22934  C22 1.093
45 H -5.24272 -4.00666 -0.41389  C23 1.090
46 H -5.62850 -2.60280 0.58778  C23 1.092
47 H -4.09355 -1.91668 -1.21355  C24 1.091
48 H -2.92646 -3.17197 -0.72404  C24 1.095
49 H 1.59339 1.79997 -0.56850  N25 1.019
50 H 3.15954 0.66293 -1.68340  C26 1.094
51 H 4.78421 1.90509 -2.71294  C27 1.091
52 H 3.73311 3.31972 -2.58749  C27 1.088
53 H 2.82550 2.98375 -4.75610  C28 1.089
54 H 4.48319 2.41666 -5.04198  C28 1.089
55 H 3.78552 0.09284 -4.59827  C29 1.092
56 H 2.51512 0.72737 -5.65704  C29 1.089
57 H 1.09905 1.26088 -3.77405  C30 1.090
58 H 1.74681 -0.31933 -3.30643  C30 1.090

The value obtained for the largest force on an atom is 0.022 hartree/bohr. The HOMO-LUMO gap is 9.053 eV. The energy above the lowest of the compared OMol25 structures with the same formula, charge and spin is 0.0 kcal per mole. The LUMO energy comes out at 0.18 eV. As for the HOMO energy: -0.326 Ha.

(3)
Density functional theory data (ωB97M-V/def2-TZVPD) for an isolated molecule of C6H6Br2O in a non-equilibrium geometry.

Last columns: bonded neighbours and bond lengths (Å).
CARTESIAN COORDINATES (ANGSTROEM)
1 C -1.29882 0.89844 0.79459  C2 1.304, C5 1.416, H10 1.069
2 C -1.44391 -0.28908 1.31437  C1 1.304, O7 1.375
3 C 0.28608 0.44411 -0.96725  C4 1.584, C5 1.573, H11 1.137, H12 1.075
4 C 0.36233 -1.13018 -0.80996  C3 1.584, C6 1.471, H13 1.149, H14 1.069
5 C -0.00930 1.26629 0.34100  C1 1.416, C3 1.573, Br8 1.996, H15 1.079
6 C 0.63872 -1.43365 0.60301  C4 1.471, O7 1.347, Br9 1.984
7 O -0.37610 -1.14595 1.44058  C2 1.375, C6 1.347
8 Br 0.21916 3.23743 0.12322  C5 1.996
9 Br 1.71180 -3.03109 1.08727  C6 1.984
10 H -2.17830 1.50618 0.78396  C1 1.069
11 H 1.20540 0.91567 -1.44150  C3 1.137
12 H -0.58163 0.73612 -1.52979  C3 1.075
13 H -0.54581 -1.68702 -1.24127  C4 1.149
14 H 1.19401 -1.25784 -1.46856  C4 1.069
15 H 0.81636 0.97056 0.97032  C5 1.079

The value obtained for the largest force on an atom is 0.066 hartree/bohr. The HOMO-LUMO gap (alpha / beta) is 6.965 / 9.151 eV. The energy above the lowest of the compared OMol25 structures with the same formula, charge and spin is 128.2 kcal per mole. The LUMO energy (alpha / beta) comes out at -1.33 / -0.58 eV. As for the HOMO energy (alpha / beta): -0.305 / -0.358 Ha.

(4)
Density functional theory data (ωB97M-V/def2-TZVPD) for a cluster of 2 separate species, H4N2O2 in total in a non-equilibrium geometry.

Last columns: bonded neighbours and bond lengths (Å).
CARTESIAN COORDINATES (ANGSTROEM)
1 N -1.03793 -0.96233 0.40646  O2 1.185, H3 1.062
2 O -2.16020 -0.78508 0.74472  N1 1.185
3 H -0.29989 -1.10941 1.15569  N1 1.062
4 N 1.35891 0.76772 -0.45983  O5 1.389, H6 1.040, H7 1.007
5 O 0.17219 0.87510 -1.17446  N4 1.389, H8 0.982
6 H 1.15258 1.21991 0.45325  N4 1.040
7 H 1.29798 -0.21709 -0.25733  N4 1.007
8 H -0.48364 0.21118 -0.86849  O5 0.982

The value obtained for the largest force on an atom is 0.054 hartree/bohr. The HOMO-LUMO gap is 8.424 eV. The energy above the lowest of the compared OMol25 structures with the same formula, charge and spin is 35.2 kcal per mole. The LUMO energy comes out at -1.24 eV. As for the HOMO energy: -0.355 Ha.

The evaluated DFT total energy for the records listed, in turn: -81335.3739, -46103.8941, -148446.1933, -7134.8917 eV.